Here is the molecule C5H4 from OMol25. Energies are from wB97M-V/def2-TZVPD.

The value obtained for the orbital gap (spin up / spin down) is 6.8488 / 6.6905 eV. Its total charge is 0.

Each line ends with the Mulliken charge.
Positions of all 9 atoms, in Å:
C  2.87465  0.25787  0.40077  -0.73
C  1.67419  -0.00941  -0.05116  0.61
C  -0.90037  -0.51501  -0.25682  -0.40
C  0.43665  -0.19322  -0.15761  0.23
C  -1.99167  0.15958  0.11317  -0.77
H  3.50596  1.12158  0.22930  0.25
H  -0.87432  -1.48603  -0.85856  0.22
H  -1.84423  0.96383  0.75053  0.31
H  -2.88087  -0.29919  -0.16962  0.29

Here is the molecule C5H4 from OMol25. Energies are from wB97M-V/def2-TZVPD.

The value obtained for the orbital gap (spin up / spin down) is 8.5577 / 6.6786 eV. Its total charge is 0. The spin multiplicity is 3.

Each line ends with the Mulliken charge.
Positions of all 9 atoms, in Å:
C  1.52108  -0.14891  0.00911  0.43
C  2.77932  0.09122  0.04322  -0.39
C  0.49354  -1.24057  -0.07433  -0.69
C  -0.55426  -0.42165  0.06514  -0.40
C  0.32717  0.85536  -0.03416  -0.42
H  0.82234  -2.19662  -0.19340  0.49
H  -1.57481  -0.46574  0.16796  0.47
H  0.12169  1.50896  0.79680  0.29
H  0.06730  1.30016  -1.10583  0.21

Here is a 14-piece molecular cluster, C5H40NO13 overall from OMol25. Energies are from wB97M-V/def2-TZVPD.

The value obtained for the orbital gap (spin up / spin down) is 10.9064 / 2.6153 eV. Its total charge is +2. The spin multiplicity is 2.

Each line ends with the Mulliken charge.
Positions of all 59 atoms, in Å:
C  0.54676  -0.66920  2.67718  -1.35
C  -0.55989  -0.07663  1.76246  0.80
C  0.07966  0.64868  0.47393  -1.62
C  -1.03237  0.86859  -0.64416  1.69
C  -0.60156  1.67566  -1.86366  -0.57
N  -1.24613  0.94740  2.55503  0.14
H  0.55716  -0.51866  3.71660  0.56
H  0.30892  -1.82805  2.73296  0.34
H  1.60784  -0.58307  2.20530  0.03
H  -1.26650  -0.75529  1.04603  -0.08
H  0.95361  0.07058  0.16168  -0.17
H  0.54719  1.62003  0.78564  0.77
H  -2.01992  1.28116  -0.24840  -0.46
H  -1.25778  -0.08401  -1.07930  -0.51
H  -0.15737  0.85374  -2.52890  0.17
H  0.37553  2.20397  -1.53395  0.10
H  -1.31603  2.46565  -2.36255  0.42
H  -1.58394  0.52159  3.47708  0.47
H  -0.68757  1.78881  2.89318  0.31
H  -2.19085  1.26982  2.12213  0.43
H  -2.76670  -0.62110  -2.43637  0.22
H  -3.12793  -1.62071  -3.40382  0.30
O  -2.44706  -1.06475  -3.16721  -0.56
H  0.77498  3.97983  3.33182  0.37
H  1.39035  2.60723  3.22901  0.35
O  0.48878  3.04838  3.34900  -0.72
H  -0.43296  -2.37503  -4.90179  0.33
H  -1.05164  -1.68024  -3.69696  0.38
O  -0.16592  -1.96800  -4.01301  -0.68
H  3.40928  1.07717  2.79542  0.31
H  3.23177  1.70886  4.29693  0.33
O  2.89781  1.78735  3.37921  -0.65
H  -3.74709  -3.08315  0.87434  0.26
H  -2.49013  -3.25215  0.25430  0.24
O  -3.08794  -2.51786  0.49199  -0.54
H  2.48361  -0.42610  -0.75838  0.25
H  2.54972  -1.90404  -0.44683  0.28
O  2.74054  -1.09518  -0.08759  -0.62
H  2.80036  2.83901  -2.90188  0.36
H  3.87353  3.53980  -1.95083  0.34
O  2.91653  3.27960  -1.94732  -0.58
H  -3.97087  3.43458  -1.40800  0.32
H  -3.03157  2.26977  -1.13200  0.32
O  -3.87560  2.69928  -0.83363  -0.60
H  1.47240  -1.11612  -3.40286  0.29
H  3.07559  -1.02813  -3.10192  0.27
O  2.23546  -0.82544  -2.87416  -0.50
H  -3.62332  -0.58788  0.80935  0.24
H  -4.53217  0.73302  1.07350  0.28
O  -3.64123  0.40585  0.93590  -0.52
H  -0.13719  -3.69977  -0.29556  0.36
H  -0.24151  -5.07498  0.40876  0.30
O  -0.68071  -4.24848  0.09006  -0.57
H  0.25557  -1.68823  -1.60162  0.15
H  0.27067  -1.39084  0.02360  0.31
O  0.34843  -2.08848  -0.71688  -0.56
H  5.33377  -0.09578  0.89821  0.36
H  3.91154  -0.65971  0.94006  0.50
O  4.59304  -0.10052  1.49315  -0.39

Here is C5H4BrO2 as an isolated structure from OMol25. Energies are from wB97M-V/def2-TZVPD.

The value obtained for the orbital gap is 5.8665 eV. Its total charge is -1.

Each line ends with the Mulliken charge.
Positions of all 12 atoms, in Å:
C  1.88933  0.74022  -0.15472  -0.52
C  0.63055  0.77047  -0.78101  -0.38
C  -2.79646  -1.22991  -0.78940  0.68
C  1.39135  0.08425  1.04281  -0.35
C  0.04971  -0.03874  0.20322  -0.04
O  -2.67352  -2.15912  -0.13886  -0.36
O  -2.93130  -0.44511  -1.60828  -0.38
Br  -1.65998  0.65464  1.21257  -0.47
H  2.87776  0.77635  -0.64009  0.24
H  0.31931  1.15855  -1.84487  0.27
H  1.75109  -0.94839  1.45866  0.17
H  1.15217  0.63679  2.03996  0.14

Here is the molecule C5H4Cl2INO2 from OMol25. Energies are from wB97M-V/def2-TZVPD.

As for the structure (SMILES): OC1=CC(Cl)=C(Cl)N[C@@]1(O)I. The value obtained for the orbital gap is 7.7414 eV. Its total charge is 0.

Each line ends with the Mulliken charge.
Positions of all 15 atoms, in Å:
C  1.64713  -0.10830  0.47625  -0.58
C  2.23783  -1.28955  -0.13463  0.05
C  0.34907  -0.08332  0.70060  0.55
C  1.37803  -2.29940  -0.52455  0.18
C  -0.63113  -1.07539  0.44622  0.30
N  0.05324  -2.43826  -0.21592  -0.27
O  -0.38707  1.09291  0.98881  -0.47
O  -1.49712  -0.68410  -0.46572  -0.52
Cl  3.96491  -1.52140  -0.35356  -0.20
Cl  1.98838  -3.76414  -1.36959  -0.20
I  -1.59504  -1.63765  2.41194  0.01
H  2.23894  0.83087  0.67577  0.23
H  -0.50944  -3.08617  -0.73221  0.23
H  0.30080  1.72063  1.02744  0.29
H  -1.49833  0.32986  -0.60021  0.41

Here is the molecule C5H4ClF from OMol25. Energies are from wB97M-V/def2-TZVPD.

As for the structure (SMILES): FC1=C(Cl)C=CC1. The value obtained for the orbital gap is 9.5429 eV. Its total charge is 0.

Each line ends with the Mulliken charge.
Positions of all 11 atoms, in Å:
C  0.29474  1.13127  0.00832  0.35
C  1.26516  0.17844  -0.07149  -0.01
C  0.62862  -1.07080  0.00731  -0.29
C  -0.74256  -1.00433  0.12128  -0.73
C  -1.04996  0.34604  0.14102  -0.22
H  1.11230  -1.93137  -0.19320  0.51
H  -1.50775  -1.70936  -0.21952  0.31
H  -1.64606  0.78825  0.94676  0.34
H  -1.56128  0.45118  -0.80871  0.20
F  0.14194  2.49815  -0.00911  -0.26
Cl  3.06486  0.32254  0.07735  -0.20

Here is a 2-piece molecular cluster, C5H4ClFN2 overall from OMol25. Energies are from wB97M-V/def2-TZVPD.

The value obtained for the orbital gap is 9.5876 eV. Its total charge is 0.

Each line ends with the Mulliken charge.
Positions of all 13 atoms, in Å:
C  1.44432  0.83311  -0.69355  -0.24
C  1.07173  -0.27231  -1.47998  -0.09
C  1.12591  0.71397  0.65578  -0.04
C  0.12545  -1.24042  0.27349  -0.04
C  -3.36168  0.25809  1.17737  -0.03
N  0.47941  -1.34441  -0.98335  -0.50
N  0.39057  -0.28031  1.10974  -0.42
F  -2.34781  -0.20976  1.85053  0.00
Cl  -2.89150  0.59084  -0.37191  0.01
H  2.01918  1.73233  -0.90390  0.35
H  1.32494  -0.30140  -2.61075  0.31
H  1.13200  1.63293  1.29673  0.33
H  -0.51252  -2.11267  0.67979  0.34

Here is the molecule C5H4ClFN2 from OMol25. Energies are from wB97M-V/def2-TZVPD.

As for the structure (SMILES): F/C(=C\Cl)n1ccnc1. The value obtained for the orbital gap is 9.4692 eV. Its total charge is 0.

Each line ends with the Mulliken charge.
Positions of all 13 atoms, in Å:
C  2.24701  -0.33564  0.05813  -0.37
C  1.16912  -1.15705  0.00780  -0.30
C  0.67100  1.01680  -0.17233  -0.05
C  -2.20243  0.57089  0.27514  -0.42
C  -1.30251  -0.47847  -0.10443  0.55
N  1.96418  0.98781  -0.18121  -0.54
N  0.07954  -0.26689  -0.06724  0.08
F  -1.65465  -1.58987  -0.70198  -0.22
Cl  -3.89342  0.62978  -0.06660  -0.15
H  3.30334  -0.53928  0.12849  0.41
H  1.19671  -2.24101  0.33643  0.31
H  0.20022  2.00560  -0.27702  0.35
H  -1.77810  1.39733  0.76483  0.35

Here is the molecule C5H4F2 from OMol25. Energies are from wB97M-V/def2-TZVPD.

As for the structure (SMILES): FC1=CC=C[C@H]1F. The value obtained for the orbital gap is 8.5949 eV. Its total charge is 0.

Each line ends with the Mulliken charge.
Positions of all 11 atoms, in Å:
C  0.53035  0.86035  0.54785  0.54
C  -0.18633  -0.32690  1.12970  -0.93
C  -0.82551  -1.10472  0.15650  -0.30
C  -0.53540  -0.44731  -1.10647  -0.28
C  0.26850  0.62196  -0.87126  0.04
H  0.30364  1.86277  0.94759  0.21
H  -0.27284  -0.57728  2.11534  0.47
H  -1.37196  -2.07622  0.06867  0.35
H  -0.72851  -0.74932  -2.10931  0.44
F  1.87674  0.65016  0.88557  -0.28
F  0.94132  1.28651  -1.76418  -0.27

Here is the molecule C5H4F2O from OMol25. Energies are from wB97M-V/def2-TZVPD.

As for the structure (SMILES): C=C(F)/C=C(\F)C=O. The value obtained for the orbital gap is 9.0487 eV. Its total charge is 0.

Each line ends with the Mulliken charge.
Positions of all 12 atoms, in Å:
C  -1.49819  -0.05558  0.00016  0.55
C  -1.84106  1.22036  -0.00817  -0.78
C  -0.15366  -0.63484  -0.00419  -0.43
C  1.00946  0.01387  -0.00851  0.62
C  2.31558  -0.69057  -0.00599  -0.13
H  -1.08773  2.00577  0.00848  0.31
H  -2.88428  1.46989  0.00152  0.29
H  -0.11339  -1.73517  0.00395  0.28
H  2.23319  -1.80332  0.02314  0.28
O  3.37859  -0.11584  -0.00524  -0.47
F  -2.45250  -1.01182  -0.00485  -0.26
F  1.09397  1.33724  -0.00030  -0.25

Here is the molecule C5H4F2S from OMol25. Energies are from wB97M-V/def2-TZVPD.

As for the structure (SMILES): C=C1SC=CC1(F)F. The value obtained for the orbital gap is 9.0556 eV. Its total charge is 0.

Each line ends with the Mulliken charge.
Positions of all 12 atoms, in Å:
C  -0.49201  0.54349  0.26254  1.08
C  0.28631  1.39137  -0.75087  -0.86
C  1.27252  0.70695  -1.32780  -0.12
C  -0.16061  -0.92966  0.03984  0.13
C  -0.57053  -1.84821  0.95089  -0.81
H  0.31788  2.54133  -0.49187  0.25
H  2.08317  1.16953  -1.91045  0.36
H  -0.65397  -2.85021  0.81650  0.41
H  -1.26471  -1.39944  1.72112  0.22
F  -0.21504  0.97915  1.59612  -0.28
F  -1.81433  0.80130  0.16631  -0.24
S  1.21131  -1.10559  -1.07232  -0.14

Here is C5H4F3IN2 as an isolated structure from OMol25. Energies are from wB97M-V/def2-TZVPD.

The value obtained for the orbital gap is 8.6862 eV. Its total charge is 0.

Each line ends with the Mulliken charge.
Positions of all 15 atoms, in Å:
C  -0.34123  1.51098  1.00080  -0.14
C  1.00465  1.12296  0.88798  0.18
C  -0.92356  0.55115  -1.01775  -0.01
C  -0.76366  -0.73065  -1.19881  -0.71
C  -0.56964  -1.74408  -0.04152  0.88
N  -1.24105  1.17328  0.19761  -0.47
N  1.49600  0.95229  -0.29042  -0.59
F  0.69613  -1.80137  0.30052  -0.22
F  -1.16445  -1.41422  1.11440  -0.27
F  -0.99315  -2.95750  -0.38584  -0.27
I  3.42946  0.22505  -0.32049  0.08
H  -0.63916  2.03240  1.92442  0.35
H  1.38651  0.97494  1.82733  0.47
H  -0.94121  1.22510  -1.92338  0.28
H  -0.43563  -1.12033  -2.07484  0.43

Computed F_max (eV/A) in order:
2.56; 5.41; 8.61; 4.37; 5.29; 4.88; 3.47; 5.13; 4.54; 0.74; 5.13; 3.75
Computed energy relative to the best compared isomer or geometry (same formula, charge and spin) (kcal/mol) in order:
60.1; 34.7; 66.9; 37.0; 23.9; 30.8; 41.0; 0.0; 25.4; 13.2; 20.5; 0.0